Entry 1:
2 unconnected molecules or ions with the total composition C9H14 at a distorted geometry. Source: the Open Molecules 2025 dataset; level of theory: ωB97M-V with the def2-TZVPD basis set.

The geometry in XYZ format:
```
23
Properties=species:S:1:pos:R:3:forces:R:3
C 2.075963 0.347163 -0.090426 -0.776 2.255 0.781
C -0.335861 0.592677 1.622410 1.932 2.260 -5.045
C 1.869226 -0.457705 1.016809 -0.810 0.054 -0.893
C -2.036835 -2.007522 -1.915598 1.594 0.484 -1.828
C -0.178147 1.355315 0.369489 0.308 0.366 1.276
C -0.620247 -2.306123 -1.252332 -0.443 1.275 -3.957
C 0.622221 -0.339578 1.721930 1.855 -2.015 1.602
C 1.045691 1.327706 -0.348697 -0.831 -1.585 -0.197
C -1.342492 2.242298 -0.075642 -0.724 -2.238 -0.618
H 0.125160 -2.600078 -2.044645 -0.861 -0.024 0.624
H -1.043791 0.899203 2.330447 -1.288 -0.425 0.732
H 3.018708 0.482535 -0.666245 -0.769 -0.678 0.580
H -1.982715 -1.434447 -2.901501 0.773 -0.459 1.126
H -2.668542 -1.342994 -1.372868 -0.567 0.005 1.021
H -0.141163 -1.480661 -0.797783 0.024 1.463 0.344
H 0.408293 -1.072858 2.473317 0.564 -0.416 0.742
H 2.634708 -1.190021 1.281997 -0.566 0.039 0.169
H -2.568597 -2.877036 -2.301362 -0.029 -0.342 0.797
H -1.357631 2.139308 -1.215731 -0.289 0.950 1.603
H -2.343275 1.854252 0.344996 1.534 0.280 -0.797
H -1.246070 3.203835 0.375597 0.170 1.107 -0.426
H 1.164972 1.905076 -1.274652 -0.308 0.016 0.489
H -0.597160 -3.011494 -0.519235 -0.493 -2.370 1.874
```
Positions in Å, forces in eV/Å.

SMILES: Cc1ccccc1.CC
Electronic energy (a.u.): -351.2647
Total charge: 0
Orbital gap (eV): 9.8049

So, what does the Löwdin scheme give us? The charges, in e, come out as:
1 C -0.095
2 C -0.040
3 C -0.095
4 C -0.137
5 C -0.258
6 C -0.120
7 C -0.129
8 C -0.061
9 C -0.070
10 H 0.083
11 H 0.095
12 H 0.109
13 H 0.073
14 H 0.031
15 H 0.007
16 H 0.093
17 H 0.099
18 H 0.048
19 H 0.099
20 H 0.095
21 H 0.056
22 H 0.102
23 H 0.018

---

Entry 2:
A molecular structure, C49H42AuN6P. Source: the Open Molecules 2025 dataset; level of theory: ωB97M-V with the def2-TZVPD basis set.

The geometry in XYZ format:
```
99
Properties=species:S:1:pos:R:3:forces:R:3
Au 0.364712 -0.361304 2.293480 -0.142 0.164 0.208
P 0.756487 -1.243951 -1.553256 -0.098 0.005 0.435
N 3.468117 -0.831902 -1.675353 -0.151 -0.302 0.035
N -1.255846 -3.064407 -1.584753 0.230 -0.050 0.037
N 2.642964 -0.321645 0.309047 -0.191 -0.179 0.091
N -0.765628 1.095177 -1.677633 0.116 -0.200 -0.188
N -0.675518 -2.574456 0.491120 0.246 0.172 0.140
N -0.307143 0.591524 0.415186 0.136 -0.099 -0.224
C -1.911168 -3.136398 0.512348 -0.064 0.057 -0.080
C -3.512071 -4.117334 -1.270788 -0.024 -0.043 -0.057
C -3.667973 5.376485 -2.234141 0.003 0.021 -0.029
C -4.051049 -5.190752 -0.558881 0.058 -0.023 -0.063
C -5.823052 -5.405540 -2.172148 -0.002 0.005 -0.005
C -2.000587 -3.185162 2.983751 -0.006 -0.058 -0.026
C -4.004375 4.094410 -2.643786 0.002 -0.041 -0.021
C -3.230524 3.013028 -2.248158 0.017 0.032 0.062
C 6.828532 0.473183 -0.885502 0.005 -0.092 -0.001
C -0.138427 0.212757 -0.848348 0.136 -0.021 0.162
C -4.717374 -2.621840 2.969945 -0.021 -0.014 0.036
C -2.675222 -2.986428 4.177446 -0.009 -0.016 0.044
C 4.321593 1.166359 1.251815 -0.059 0.039 -0.027
C -0.284625 -2.523428 -0.755214 -0.167 0.194 -0.385
C -0.619940 2.676367 2.675932 -0.001 0.113 -0.072
C -2.548162 5.578715 -1.438590 -0.006 0.007 0.014
C -1.496515 2.440105 1.619298 -0.027 -0.035 0.000
C -2.831646 2.825328 1.741856 0.057 -0.069 0.008
C -2.418557 3.615333 3.972003 -0.032 0.020 -0.043
C 5.712922 0.799513 -2.987020 -0.003 0.062 0.047
C -1.045039 1.751650 0.394118 -0.003 -0.201 0.053
C 3.873677 0.235506 0.197263 0.010 0.098 -0.046
C -5.195652 -5.827970 -1.007371 0.003 -0.023 0.020
C -4.032522 -2.696323 4.175325 0.016 -0.032 -0.029
C 4.780579 2.442471 0.930679 0.082 -0.033 0.028
C -2.294038 -3.461677 -0.779442 -0.025 -0.051 0.157
C 5.666239 0.388655 -1.652986 0.063 -0.041 -0.069
C 2.401949 -0.973354 -0.802169 -0.093 0.317 -0.313
C -0.803404 1.022163 -3.127749 -0.018 0.053 -0.071
C -5.309243 -4.326522 -2.875558 0.020 -0.012 -0.017
C -2.115049 3.206897 -1.434529 0.003 0.016 0.034
C 3.625264 -1.601695 -2.901470 -0.056 0.018 -0.029
C -2.680459 -3.102465 1.770126 -0.007 0.034 0.027
C -1.079482 -3.360121 -2.999127 0.007 0.009 -0.025
C -1.082897 3.263692 3.843564 0.022 0.032 0.058
C -1.343710 2.069563 -0.908728 -0.040 0.135 0.132
C -4.164740 -3.683968 -2.425917 -0.025 0.028 0.060
C 8.011328 0.923075 -1.447892 0.024 -0.017 -0.002
C 4.132857 0.823967 2.588535 0.022 -0.023 -0.014
C 4.406449 1.744063 3.588898 0.009 0.011 0.027
C 4.855073 3.017468 3.264751 -0.005 -0.025 -0.022
C 5.043738 3.363612 1.933364 0.030 0.009 0.019
C 8.055322 1.297990 -2.784183 -0.009 0.010 -0.006
C 0.831788 -1.002106 4.191612 0.075 -0.035 -0.031
C -4.046373 -2.821694 1.773559 0.007 -0.085 0.006
C -1.775052 4.500522 -1.038896 -0.029 -0.058 -0.054
C 4.413948 -0.068674 -1.040130 -0.008 0.167 0.133
C 6.900531 1.242550 -3.550381 0.009 -0.045 0.008
C -3.292492 3.402937 2.914332 0.010 0.013 -0.019
H -1.013449 2.009325 -3.531746 0.006 0.012 0.051
H 0.423863 2.407060 2.579008 -0.015 -0.060 0.017
H 5.379341 4.360824 1.676844 0.014 -0.019 -0.017
H -5.593952 -6.666587 -0.450552 -0.004 0.020 0.003
H -0.909636 4.642269 -0.404029 -0.017 0.032 0.009
H 8.983637 1.640082 -3.223178 -0.008 -0.004 0.004
H -2.780222 4.057813 4.891770 0.019 -0.002 -0.005
H -0.008673 -0.851077 4.876771 -0.021 0.004 -0.068
H -4.583254 -2.743120 0.836090 0.011 0.057 0.011
H 3.403196 -2.649100 -2.705914 0.033 -0.013 0.010
H -3.791428 -2.819536 -2.961580 0.015 -0.018 -0.010
H 4.253455 1.471007 4.625571 -0.017 -0.006 -0.019
H 5.045558 3.742262 4.046100 0.018 -0.010 -0.002
H 8.908723 0.966879 -0.844272 -0.018 0.028 0.012
H -0.397391 3.444012 4.662283 0.007 -0.035 -0.025
H 2.943773 -1.246657 -3.674920 0.033 0.050 -0.003
H 4.917022 2.717862 -0.108537 -0.039 0.010 0.007
H -4.281173 6.216965 -2.533437 0.019 -0.004 0.001
H 6.922584 1.542478 -4.590123 -0.009 0.038 0.011
H 4.647136 -1.520800 -3.257980 0.020 0.005 0.040
H -2.132872 -3.039605 5.113112 0.007 0.014 -0.023
H -1.299490 -2.494885 -3.625589 -0.050 0.002 0.022
H -5.775042 -2.388725 2.963443 0.009 -0.005 -0.024
H -1.733359 -4.179794 -3.284389 -0.010 -0.008 0.045
H -1.579346 0.333446 -3.465681 0.004 0.002 0.008
H 4.805386 0.810760 -3.578110 0.008 -0.051 -0.011
H 1.100271 -2.063019 4.236489 -0.028 -0.002 -0.079
H -6.709764 -5.914095 -2.528048 -0.002 0.014 0.013
H 3.747242 -0.157901 2.833788 -0.056 0.033 0.000
H -2.282547 6.579386 -1.122268 0.002 -0.018 0.005
H -3.512453 2.651575 0.917399 -0.024 -0.035 0.031
H 0.157031 0.680044 -3.501791 0.001 -0.005 -0.015
H -4.553054 -2.518990 5.107918 0.001 -0.016 -0.004
H 1.680201 -0.447716 4.609659 -0.020 0.018 -0.056
H -3.560496 -5.518373 0.348976 0.000 -0.020 -0.021
H -0.049015 -3.656604 -3.178234 0.005 -0.001 0.005
H -5.799918 -3.981895 -3.776958 -0.005 0.008 0.015
H -0.936110 -3.380939 2.982335 -0.005 0.084 -0.011
H -4.336739 3.674737 3.005647 0.016 0.008 -0.003
H 6.795817 0.186434 0.158033 0.007 -0.041 -0.024
H -4.882535 3.933653 -3.256203 0.018 -0.001 -0.009
H -3.510826 2.006599 -2.536966 -0.026 0.018 -0.002
```
Positions in Å, forces in eV/Å.

Electronic energy (a.u.): -2698.0359
Total charge: 0
Orbital gap (eV): 6.9363

So, what does the Löwdin scheme give us? The charges, in e, come out as:
1 Au 0.725
2 P 1.168
3 N -0.077
4 N -0.076
5 N 0.117
6 N -0.059
7 N 0.114
8 N 0.009
9 C -0.177
10 C -0.174
11 C -0.086
12 C -0.027
13 C -0.087
14 C -0.044
15 C -0.080
16 C -0.043
17 C -0.025
18 C -0.397
19 C -0.087
20 C -0.078
21 C -0.175
22 C -0.438
23 C -0.064
24 C -0.070
25 C -0.183
26 C -0.032
27 C -0.091
28 C -0.047
29 C -0.172
30 C -0.181
31 C -0.071
32 C -0.093
33 C -0.039
34 C -0.118
35 C -0.167
36 C -0.430
37 C -0.030
38 C -0.081
39 C -0.184
40 C -0.042
41 C -0.170
42 C -0.047
43 C -0.077
44 C -0.128
45 C -0.047
46 C -0.072
47 C -0.035
48 C -0.078
49 C -0.095
50 C -0.087
51 C -0.088
52 C -0.375
53 C -0.039
54 C -0.020
55 C -0.117
56 C -0.081
57 C -0.082
58 H 0.092
59 H 0.087
60 H 0.099
61 H 0.106
62 H 0.125
63 H 0.102
64 H 0.099
65 H -0.061
66 H 0.110
67 H 0.091
68 H 0.109
69 H 0.103
70 H 0.098
71 H 0.106
72 H 0.104
73 H 0.076
74 H 0.114
75 H 0.102
76 H 0.103
77 H 0.084
78 H 0.104
79 H 0.076
80 H 0.099
81 H 0.090
82 H 0.089
83 H 0.112
84 H -0.058
85 H 0.102
86 H 0.104
87 H 0.106
88 H 0.115
89 H 0.066
90 H 0.098
91 H -0.070
92 H 0.124
93 H 0.081
94 H 0.103
95 H 0.101
96 H 0.100
97 H 0.123
98 H 0.103
99 H 0.115

---

Entry 3:
A molecular structure, C38H37Co2NO5P at a distorted geometry. Source: the Open Molecules 2025 dataset; level of theory: ωB97M-V with the def2-TZVPD basis set.

The geometry in XYZ format:
```
84
Properties=species:S:1:pos:R:3:forces:R:3
Co 0.017666 0.906898 1.202440 -1.129 0.730 -0.786
Co 1.609601 3.178342 0.434523 -0.784 -2.888 -0.315
P -1.510261 -0.330750 0.067436 -0.238 -0.204 -0.338
O 3.925394 4.286031 -0.993327 -2.289 -1.885 2.065
O -1.485321 3.370564 1.933328 1.436 -3.084 -1.134
O -0.185963 -1.197365 3.113205 0.031 2.479 -2.995
O 0.481580 5.773029 0.919123 0.454 -2.424 -0.317
O 2.600261 2.646217 3.105094 -0.634 1.260 -2.572
N 1.806393 0.252132 4.420771 0.384 -0.600 0.700
C -0.187956 -2.266119 -3.910175 -0.320 0.141 0.545
C 3.502703 -3.609393 2.530574 0.027 0.085 -0.302
C 2.833037 -2.391138 2.380748 0.158 0.090 0.177
C 4.603389 -3.919893 1.735067 -0.181 0.108 0.073
C 4.256787 -1.844659 0.524259 0.519 0.394 0.623
C -0.897019 2.430216 1.572045 -1.494 3.321 1.633
C -4.294960 0.005156 0.048205 0.077 0.010 0.076
C 1.782820 0.473818 1.079358 1.212 0.404 -1.306
C -2.810380 -1.475351 2.247060 0.115 -0.181 0.085
C -2.957569 -2.457976 3.228156 -0.059 -0.090 -0.206
C 5.070783 0.294162 6.570253 -0.024 0.029 0.029
C -5.389339 2.045339 -0.607290 0.165 -0.146 -0.024
C 3.042074 3.751519 -0.449926 1.580 2.067 -3.144
C -1.361855 -1.518142 -3.843549 0.003 0.266 -0.052
C -1.352942 -0.938884 6.566668 0.109 0.071 0.155
C -0.059900 -1.159591 5.762804 0.455 -0.454 -0.188
C -2.096507 -1.752265 1.049890 -0.411 -0.388 0.516
C -5.454422 0.756393 -0.086410 0.099 0.083 -0.105
C 3.916250 -0.361245 5.790644 -0.196 -0.064 0.084
C 3.347742 -1.397425 1.525554 -0.334 -1.762 -0.128
C -1.873170 -4.052764 1.774356 -0.103 -0.062 0.097
C 4.924552 -3.065899 0.674385 -0.375 0.100 0.281
C -0.223944 -0.276971 2.401754 -0.052 -3.183 4.080
C 2.995503 0.688978 5.143989 0.608 0.400 0.301
C 2.231744 2.882808 2.031352 1.255 -1.006 4.803
C 1.307698 1.198973 -0.052400 1.483 0.386 -1.054
C -0.962096 -1.023956 -1.517603 0.350 -0.009 -0.164
C 0.251509 -1.746603 -1.572841 -0.426 0.238 -0.285
C -1.713253 -3.074635 0.779656 0.081 0.357 0.454
C 0.850098 4.701453 0.691345 -0.813 4.614 -0.095
C -3.044346 0.573094 -0.225040 -0.255 0.489 -0.365
C -2.981360 1.874359 -0.750855 -0.274 -0.220 0.161
C -2.441554 -3.750840 3.019058 0.046 0.522 -0.365
C 0.601360 -2.383742 -2.766630 0.205 0.044 0.290
C -4.158958 2.585804 -0.975350 0.233 0.034 -0.028
C -1.752015 -0.878448 -2.668895 0.272 -0.295 0.443
C 2.938616 0.016260 1.606964 0.739 0.420 -2.441
C 0.622138 0.141152 5.301707 -0.316 1.052 0.514
H 2.015964 -0.521354 3.801399 -0.279 -0.146 0.630
H -1.141858 -0.420447 7.516023 -0.164 -0.112 -0.318
H -2.669400 -0.285635 -2.610060 0.305 -0.307 -0.185
H 1.504514 -2.986320 -2.789233 -0.047 0.131 -0.069
H -1.535172 -5.069233 1.571576 -0.071 0.253 0.053
H -0.285763 -1.809649 4.916718 0.078 0.008 0.640
H 0.094338 -2.763091 -4.831993 -0.013 0.065 0.122
H -6.400773 0.323419 0.223494 0.076 0.084 -0.179
H 4.456941 -1.233638 -0.358515 0.218 0.097 0.480
H 3.578684 1.377651 4.513810 0.068 -0.484 0.175
H 4.678601 0.811179 7.456715 0.116 -0.079 -0.198
H 5.164545 -4.844001 1.916934 -0.236 0.450 -0.182
H 1.905365 -2.229282 2.930778 0.525 0.109 0.173
H 2.628181 1.319221 5.961286 0.190 0.133 -0.175
H -1.248434 -3.318422 -0.181438 -0.133 -0.001 0.480
H -2.479871 -4.494197 3.824461 -0.075 0.267 -0.488
H -6.297580 2.619269 -0.738773 0.046 0.023 0.002
H -3.462646 -2.207312 4.170141 0.240 -0.137 -0.457
H 4.309414 -1.046471 5.024906 -0.099 0.073 0.128
H -0.095998 0.866573 4.882332 -0.359 -0.437 0.196
H -1.808219 -1.912185 6.811232 0.216 0.316 -0.015
H 5.729324 -3.349914 0.001945 -0.297 0.143 -0.123
H 5.613146 1.038879 5.971342 -0.194 -0.162 0.019
H 5.818003 -0.434361 6.917050 -0.336 0.113 -0.115
H -4.104703 3.571949 -1.431390 -0.049 -0.148 0.175
H -3.220866 -0.466854 2.445877 0.450 -0.625 -0.140
H 0.675406 -1.690867 6.388852 -0.273 -0.005 -0.085
H 3.305826 -0.951565 6.498501 0.257 0.001 -0.323
H 0.955901 0.607071 6.240253 -0.320 0.035 -0.207
H 3.817580 0.754231 1.665392 -1.577 -0.839 0.447
H -2.122342 -0.363048 6.022784 0.428 -0.100 0.068
H -1.987121 -1.404429 -4.717300 0.014 -0.054 -0.104
H -4.368906 -1.020586 0.397921 0.004 0.250 -0.074
H 3.170434 -4.311321 3.287142 -0.082 0.064 -0.109
H 0.915000 -1.800130 -0.695165 -0.401 -0.104 -0.398
H -2.011946 2.322102 -0.972672 -0.221 -0.055 -0.043
H 1.365323 0.859826 -1.103802 0.609 -0.066 0.724
```
Positions in Å, forces in eV/Å.

Electronic energy (a.u.): -5007.5926
Total charge: +1
Orbital gap (eV): 5.2197

So, what does the Löwdin scheme give us? The charges, in e, come out as:
1 Co 0.068
2 Co 0.110
3 P 1.124
4 O 0.136
5 O 0.140
6 O 0.075
7 O 0.164
8 O 0.121
9 N -0.058
10 C -0.057
11 C -0.056
12 C -0.029
13 C -0.062
14 C -0.016
15 C -0.100
16 C -0.081
17 C -0.185
18 C -0.127
19 C -0.067
20 C -0.110
21 C -0.056
22 C -0.100
23 C -0.060
24 C -0.103
25 C -0.248
26 C -0.355
27 C -0.054
28 C -0.238
29 C -0.200
30 C -0.060
31 C -0.061
32 C -0.172
33 C -0.263
34 C -0.145
35 C -0.182
36 C -0.331
37 C -0.109
38 C -0.055
39 C -0.165
40 C -0.352
41 C -0.101
42 C -0.056
43 C -0.069
44 C -0.058
45 C -0.056
46 C 0.071
47 C -0.226
48 H 0.043
49 H 0.077
50 H 0.109
51 H 0.109
52 H 0.110
53 H 0.067
54 H 0.113
55 H 0.115
56 H 0.123
57 H 0.088
58 H 0.076
59 H 0.119
60 H 0.097
61 H 0.115
62 H 0.104
63 H 0.116
64 H 0.112
65 H 0.116
66 H 0.097
67 H 0.110
68 H 0.073
69 H 0.114
70 H 0.073
71 H 0.073
72 H 0.115
73 H 0.128
74 H 0.110
75 H 0.106
76 H 0.114
77 H 0.189
78 H 0.072
79 H 0.110
80 H 0.105
81 H 0.114
82 H 0.107
83 H 0.107
84 H 0.088

---

Entry 4:
A molecular structure, C4H4HgO5 at a distorted geometry. Source: the Open Molecules 2025 dataset; level of theory: ωB97M-V with the def2-TZVPD basis set.

The geometry in XYZ format:
```
14
Properties=species:S:1:pos:R:3:forces:R:3
Hg -2.267739 -0.622406 0.440018 -1.697 0.618 -0.531
O 1.184532 -2.144172 1.535914 -2.117 3.358 -1.791
O -1.034412 -2.332419 1.473922 1.056 2.136 -1.053
O -0.486294 -0.929368 -0.763153 1.102 -0.614 -0.659
O -0.525378 0.138701 1.766293 0.590 0.320 -0.118
O 0.899868 1.381803 0.532120 0.362 0.441 -0.464
C 0.198026 1.385758 -0.726665 0.345 0.067 -0.019
C 0.462879 0.944800 1.715515 0.356 0.172 1.334
C 0.267353 0.030012 -1.421213 -0.378 0.411 0.216
C 0.052670 -1.745265 1.284722 1.217 -6.010 2.763
H -0.025788 0.189445 -2.481244 -0.296 -0.156 0.184
H -0.793035 1.808435 -0.528010 -0.263 -0.554 -0.317
H 1.344396 -0.238705 -1.489689 -0.334 -0.075 0.299
H 0.722923 2.133380 -1.338530 0.058 -0.112 0.156
```
Positions in Å, forces in eV/Å.

2S+1: 2
Electronic energy (a.u.): -684.3425
Total charge: -1
Orbital gap (spin up / spin down) (eV): 7.1890 / 5.4578

So, what does the Löwdin scheme give us? The charges, in e, come out as:
1 Hg 0.850
2 O 0.082
3 O -0.124
4 O -0.437
5 O -0.292
6 O -0.140
7 C -0.211
8 C -0.292
9 C -0.359
10 C -0.502
11 H 0.100
12 H 0.098
13 H 0.118
14 H 0.108